11
Properties=species:S:1:pos:R:3:nbo_charge:R:1 method="wB97M-V/def2-TZVPD" mol_weight_g_mol=83.1 multiplicity=1 e_above_lowest_kcal_mol=84.3 charge=0 homo_ev=-9.16 lumo_energy_ev=0.9 orbital_gap_ev=10.033
C -1.92 -0.55 0.05 -0.7257
C -0.73 -1.18 -0.53 0.2801
N 0.19 -1.69 -1.00 -0.3268
N 2.64 -0.09 0.14 -0.4319
N 1.77 0.78 0.18 -0.0053
C 0.78 1.45 0.24 -0.1124
H -1.63 0.09 0.88 0.2626
H -2.43 0.05 -0.71 0.2498
H -2.60 -1.33 0.41 0.2515
H 3.42 0.19 0.75 0.3397
H 0.53 2.29 -0.40 0.2184



16
Properties=species:S:1:pos:R:3:nbo_charge:R:1 method="wB97M-V/def2-TZVPD" mol_weight_g_mol=119.2 multiplicity=1 e_above_lowest_kcal_mol=31.7 charge=0 homo_ev=-8.91 lumo_energy_ev=0.8 orbital_gap_ev=9.710
O -1.87 -1.50 -1.25 -0.5871
C -0.70 -1.50 -0.96 0.5444
N 0.27 -0.62 -1.37 -0.6229
C 1.51 -0.51 -0.67 -0.2248
C 1.71 0.82 0.14 -0.4249
C 0.78 0.63 1.42 -0.5334
S -0.90 1.25 1.07 -0.0620
H -0.22 -2.38 -0.46 0.0879
H -0.18 0.18 -1.80 0.4044
H 2.44 -0.72 -1.26 0.1956
H 1.62 -1.39 -0.05 0.2020
H 1.37 1.75 -0.31 0.2151
H 2.73 1.05 0.48 0.2246
H 1.04 1.22 2.30 0.2198
H 0.93 -0.39 1.80 0.2176
H -1.65 0.30 1.71 0.1438



145
Properties=species:S:1:pos:R:3:lowdin_spin:R:1 method="wB97M-V/def2-TZVPD" mol_weight_g_mol=878.3 multiplicity=3 charge=0 homo_ev="-8.38 / -9.19" s_squared=2.008 lumo_energy_ev="0.6 / 0.1" orbital_gap_ev="8.955 / 9.272"
C -3.00 1.87 -1.18 0.0001
C -3.33 1.32 -2.57 -0.0002
C -4.83 1.41 -2.95 0.0000
C -5.61 2.60 -2.35 0.0000
C -6.25 2.32 -1.00 0.0000
C -6.89 3.62 -0.41 0.0000
C -6.06 4.25 0.72 0.0000
C -4.92 5.18 0.24 0.0000
C -3.83 5.19 1.32 0.0000
C -2.62 6.07 0.99 0.0000
C -1.86 5.64 -0.29 0.0000
C -0.37 6.03 -0.16 0.0000
C 0.63 4.86 -0.26 0.0000
C 0.26 3.61 0.56 0.0000
C 1.09 3.41 1.86 0.0000
C 0.17 3.60 3.08 0.0000
C 0.90 3.49 4.44 0.0000
C 0.79 2.06 4.96 0.0000
C 1.22 1.84 6.43 0.0000
C 0.79 2.94 7.42 0.0000
Si -1.01 2.78 8.00 0.0000
O -1.54 1.21 7.70 0.0000
Si -2.22 0.42 9.03 0.0000
C -3.26 -0.97 8.30 0.0000
C -4.64 -1.17 8.96 0.0000
C -5.71 -1.51 7.94 0.0000
F -6.80 -1.95 8.54 0.0000
F -6.03 -0.47 7.19 0.0000
F -5.28 -2.52 7.18 0.0000
C -0.77 -0.12 10.15 0.0000
Cl 0.78 -0.34 9.27 0.0000
C -1.04 -1.37 11.02 0.0000
C -0.68 -2.70 10.38 0.0000
Cl -2.70 -1.35 11.70 0.0000
H -3.28 2.91 -1.06 0.0000
H -3.39 1.25 -0.37 0.0000
H -1.91 1.85 -1.09 0.0001
H -3.09 0.26 -2.51 -0.0003
H -2.68 1.74 -3.33 0.0000
H -4.89 1.51 -4.04 0.0000
H -5.36 0.49 -2.70 0.0000
H -6.39 2.90 -3.05 0.0000
H -4.93 3.46 -2.27 0.0000
H -5.53 1.96 -0.27 0.0000
H -7.03 1.55 -1.10 0.0000
H -6.96 4.35 -1.22 0.0000
H -7.91 3.39 -0.09 0.0000
H -5.68 3.49 1.41 0.0000
H -6.74 4.86 1.32 0.0000
H -5.38 6.17 0.15 0.0000
H -4.52 4.89 -0.73 0.0000
H -4.30 5.64 2.20 0.0000
H -3.55 4.18 1.62 0.0000
H -1.94 5.99 1.84 0.0000
H -2.87 7.13 0.88 0.0000
H -2.32 6.17 -1.12 0.0000
H -1.98 4.58 -0.47 0.0000
H -0.21 6.65 0.72 0.0000
H -0.14 6.70 -1.00 0.0000
H 0.84 4.62 -1.30 0.0000
H 1.58 5.23 0.14 0.0000
H -0.79 3.54 0.83 0.0000
H 0.46 2.75 -0.08 0.0000
H 1.98 4.04 1.91 0.0000
H 1.44 2.37 1.85 0.0000
H -0.36 4.54 2.93 0.0000
H -0.58 2.80 3.00 0.0000
H 1.95 3.75 4.29 0.0000
H 0.44 4.22 5.10 0.0000
H 1.42 1.40 4.36 0.0000
H -0.23 1.67 4.85 0.0000
H 0.86 0.86 6.73 0.0000
H 2.31 1.78 6.47 0.0000
H 1.01 3.95 7.08 0.0000
H 1.39 2.80 8.33 0.0000
H -1.84 3.75 7.26 0.0000
H -1.16 3.05 9.44 0.0000
H -3.02 1.42 9.77 0.0000
H -2.73 -1.92 8.25 0.0000
H -3.43 -0.69 7.26 0.0000
H -4.61 -2.03 9.62 0.0000
H -4.96 -0.33 9.58 0.0000
H -0.59 0.70 10.85 0.0000
H -0.38 -1.28 11.89 0.0000
H 0.39 -2.83 10.37 0.0000
H -1.08 -3.52 10.97 0.0000
H -1.02 -2.78 9.35 0.0000
C 1.59 -3.46 -0.70 0.0021
C 0.23 -3.06 -1.33 0.0264
C -0.47 -4.31 -1.87 0.0142
C 0.16 -4.85 -3.16 0.0008
C 0.27 -3.75 -4.21 0.0144
C 0.99 -2.50 -3.70 0.0266
N 0.44 -2.03 -2.39 0.3545
O -0.69 -1.43 -2.61 0.5518
C 2.50 -2.78 -3.58 0.0018
C 0.90 -1.40 -4.76 -0.0008
C -0.59 -2.50 -0.17 -0.0008
H 2.08 -4.27 -1.22 0.0000
H 2.27 -2.60 -0.66 0.0016
H 1.45 -3.80 0.33 -0.0004
H -1.52 -4.09 -2.07 0.0026
H -0.46 -5.09 -1.11 0.0012
H 1.14 -5.29 -2.96 0.0003
H -0.46 -5.66 -3.55 0.0007
H 0.79 -4.14 -5.09 0.0012
H -0.74 -3.48 -4.55 0.0027
H 3.02 -1.94 -3.11 0.0014
H 2.94 -2.93 -4.57 -0.0007
H 2.74 -3.68 -3.02 0.0000
H -0.13 -1.17 -5.04 -0.0006
H 1.41 -1.73 -5.67 -0.0004
H 1.38 -0.48 -4.42 0.0002
H -0.12 -1.60 0.24 0.0002
H -0.65 -3.24 0.63 -0.0003
H -1.61 -2.26 -0.46 -0.0006
C 5.77 -4.09 -9.87 0.0021
C 5.44 -3.16 -8.68 0.0265
C 6.59 -2.16 -8.48 0.0143
C 7.83 -2.78 -7.85 0.0008
C 7.47 -3.53 -6.57 0.0144
C 6.35 -4.55 -6.75 0.0269
N 5.17 -3.96 -7.45 0.3570
O 4.52 -3.22 -6.61 0.5484
C 6.88 -5.77 -7.52 0.0018
C 5.95 -5.11 -5.38 -0.0008
C 4.19 -2.39 -9.13 -0.0008
H 6.83 -4.33 -9.95 0.0000
H 5.20 -5.02 -9.81 0.0015
H 5.50 -3.62 -10.82 -0.0004
H 6.25 -1.34 -7.84 0.0026
H 6.85 -1.71 -9.44 0.0012
H 8.32 -3.46 -8.56 0.0003
H 8.56 -2.00 -7.63 0.0007
H 8.36 -4.03 -6.18 0.0012
H 7.19 -2.79 -5.81 0.0027
H 6.06 -6.46 -7.76 0.0014
H 7.60 -6.32 -6.91 -0.0004
H 7.40 -5.52 -8.44 0.0000
H 5.66 -4.33 -4.68 -0.0005
H 6.80 -5.63 -4.94 -0.0003
H 5.13 -5.82 -5.47 0.0003
H 3.35 -3.07 -9.27 0.0002
H 4.38 -1.88 -10.07 -0.0003
H 3.90 -1.62 -8.41 -0.0006